Density functional theory data (wB97M-V/def2-TZVPD) for a cluster of 3 separate species, C5H15N2O in total in a non-equilibrium geometry.

The geometry in XYZ format:
```
23
Properties=species:S:1:pos:R:3:forces:R:3
C 3.136 0.784 0.236 -1.4 1.2 -0.5
C 1.839 0.542 1.045 4.8 0.3 0.1
C 1.172 -0.606 0.844 -3.1 -2.0 -0.4
C 1.534 -1.613 -0.027 1.8 -0.2 2.6
N -3.027 -0.383 1.092 0.2 0.1 -0.7
C -2.397 -0.053 -0.193 -1.6 0.4 1.4
N -1.797 1.273 -0.204 2.4 0.6 -1.2
H 2.867 0.673 -0.825 0.2 0.2 0.2
H 3.631 1.759 0.345 -0.5 -0.3 0.3
H 3.903 0.030 0.411 -0.2 -0.2 0.5
H 1.717 0.900 2.062 -0.2 1.1 -0.3
H -4.010 -0.534 1.274 0.4 0.2 -0.6
H -1.668 -0.832 -0.445 0.1 0.4 -0.1
H 0.370 -0.759 1.565 -0.2 -0.4 -0.5
H 2.541 -1.502 -0.468 -1.0 -0.3 -0.7
H 1.199 -2.629 0.254 -0.3 0.6 -1.0
H -2.435 -0.538 1.875 0.2 0.0 0.3
H -3.170 -0.026 -0.941 -0.5 -0.7 -0.4
H -2.394 2.092 -0.459 0.4 -1.4 0.5
H -0.988 1.233 -0.896 -1.6 0.4 1.1
H 0.393 0.042 -2.965 -0.2 0.1 -0.1
H 0.565 -0.514 -1.543 -0.9 0.7 -0.8
O -0.057 0.006 -2.111 1.3 -0.8 0.4
```
Forces are in eV/Å.

Computed properties:
Net charge   +1
Orbital gap   3.799 eV
E_tot   -10444.901 eV

---

Density functional theory data (wB97M-V/def2-TZVPD) for a cluster of 2 separate species, C5H15N2O in total in a non-equilibrium geometry.

The geometry in XYZ format:
```
23
Properties=species:S:1:pos:R:3:forces:R:3
C 0.091 -1.231 -1.383 1.8 -0.3 -0.4
O 1.497 -0.915 -1.369 -1.0 0.2 0.0
C -0.701 -0.024 -1.871 -0.9 0.5 0.4
N -2.093 -0.096 -1.233 0.3 -1.4 -0.9
H -0.195 -1.551 -0.378 -0.4 0.1 0.0
H 0.044 -2.111 -2.049 -0.4 0.5 0.2
H 1.583 -0.146 -0.782 0.2 -0.3 -0.1
H -0.297 0.943 -1.515 0.1 -0.7 -0.2
H -0.801 0.015 -2.961 0.0 0.0 0.3
H -1.966 -0.070 -0.165 0.1 0.3 0.0
H -2.559 -0.957 -1.544 0.1 0.2 0.2
H -2.723 0.647 -1.473 -0.1 0.7 -0.4
C 2.408 0.523 1.654 1.5 0.6 -0.4
C 1.000 0.044 1.470 0.0 0.5 0.2
C -0.033 0.861 1.231 0.5 -0.7 0.1
N -1.434 0.447 1.278 1.3 0.4 -0.6
H 2.569 1.627 1.681 -0.6 -0.7 -0.1
H 2.895 0.148 2.579 -0.7 0.0 -0.4
H 3.077 0.154 0.849 -0.3 0.0 0.3
H 0.910 -1.040 1.538 -0.4 0.1 0.4
H 0.209 1.884 0.923 -0.6 -0.1 0.5
H -1.957 1.214 1.661 -0.5 0.1 0.3
H -1.524 -0.367 1.860 -0.1 -0.1 0.5
```
Forces are in eV/Å.

Computed properties:
Net charge   +1
Orbital gap   9.646 eV
E_tot   -10448.719 eV

---

Density functional theory data (wB97M-V/def2-TZVPD) for a cluster of 2 separate species, C5H15N2O in total in a non-equilibrium geometry.

The geometry in XYZ format:
```
23
Properties=species:S:1:pos:R:3:forces:R:3
C 0.676 -1.706 0.227 0.7 0.1 -0.5
C -0.685 -1.260 0.764 -0.7 0.0 0.1
C -0.577 0.045 1.506 0.2 -0.6 -0.1
C -0.930 0.154 2.855 0.1 0.3 0.5
C -1.220 1.815 -0.043 0.4 0.6 -0.9
N -0.164 1.133 0.795 -1.0 0.9 1.5
N 1.071 -0.974 -1.051 -1.1 -0.8 0.8
H 0.766 -2.756 -0.009 -0.5 -0.3 0.1
H 1.467 -1.482 0.935 0.1 0.0 0.2
H -1.463 -1.169 -0.001 0.2 0.0 -0.4
H -1.113 -2.026 1.413 0.3 0.0 0.1
H -0.982 1.113 3.378 0.3 -0.1 -0.3
H -1.322 -0.674 3.443 0.1 -0.1 -0.4
H -2.141 1.976 0.503 -0.2 -0.6 0.3
H -1.363 1.315 -0.989 -0.2 -0.3 -0.1
H -0.913 2.832 -0.263 0.6 0.0 -0.1
H 0.250 1.819 1.434 -0.2 0.0 -0.3
H 2.009 -1.204 -1.385 0.0 0.2 -0.1
H 0.399 -1.187 -1.790 0.2 0.1 -0.4
H 0.973 0.002 -0.826 0.4 0.8 -0.4
H 2.114 0.491 -4.273 -0.2 -0.2 -0.1
H 1.666 1.287 -3.083 -0.1 0.1 -0.2
O 1.483 0.456 -3.541 0.3 0.2 0.5
```
Forces are in eV/Å.

Computed properties:
Net charge   +2
<S²>   0.7634
Multiplicity   2
Orbital gap (alpha / beta)   10.399 / 6.604 eV
E_tot   -10436.964 eV